C20H53FFeO7 as an isolated structure. Source: the OMol25 dataset; level of theory: wB97M-V/def2-TZVPD.

```
82
Properties=species:S:1:pos:R:3
Fe 13.39318 -4.67747 14.48094
C 11.42963 -3.87875 18.06310
C 12.84607 -4.08074 17.58884
O 13.01668 -4.48913 16.30295
H 11.30549 -3.69164 19.12921
H 10.79680 -4.74681 17.86846
H 10.99026 -3.01775 17.55080
H 13.22478 -4.93752 18.19640
H 13.55635 -3.31606 17.92845
F 15.21016 -4.71239 14.64184
C 16.68809 -8.29191 16.46688
C 16.13730 -7.53807 17.68197
C 16.64546 -6.10879 17.71226
O 14.69430 -7.50258 17.60534
H 16.27064 -9.29552 16.40447
H 17.77402 -8.30604 16.47430
H 16.32379 -7.71501 15.60812
H 16.40625 -8.13910 18.55197
H 16.12908 -5.49625 16.96780
H 17.72473 -6.03834 17.60627
H 16.38561 -5.69886 18.69598
H 14.42982 -6.59499 17.42936
C 11.82353 -6.96384 20.40125
C 12.59085 -8.26170 20.35511
C 12.13178 -9.14699 19.18874
O 13.98844 -7.96632 20.20494
H 10.76985 -7.11876 20.66139
H 11.82037 -6.41458 19.45361
H 12.20819 -6.28512 21.16486
H 12.51192 -8.82632 21.28246
H 12.89882 -9.79278 18.76455
H 11.78866 -8.52482 18.35334
H 11.30331 -9.75944 19.54957
H 14.14630 -7.77240 19.26669
C 11.09904 -7.42177 14.85224
C 12.54597 -7.52713 15.30928
C 13.03196 -8.95815 15.19281
O 13.41637 -6.69440 14.50412
H 10.54892 -8.29797 15.19864
H 11.02351 -7.38308 13.76473
H 10.55196 -6.58716 15.29972
H 12.59756 -7.28503 16.37046
H 12.46826 -9.62398 15.84137
H 14.08777 -9.05805 15.44261
H 12.90934 -9.29886 14.15712
H 13.96550 -7.24556 13.93785
C 14.46136 -4.72031 22.43705
C 15.21571 -3.41742 22.12413
C 14.82726 -2.88941 20.75954
O 14.81622 -2.41016 23.05327
H 14.45913 -5.33275 21.52844
H 13.45955 -4.63944 22.85323
H 15.04267 -5.32094 23.14562
H 16.27553 -3.66856 22.20847
H 13.81134 -3.14618 20.44061
H 15.49259 -3.35446 20.02618
H 14.84412 -1.80005 20.73596
H 14.78738 -2.78500 23.93878
C 10.47051 -0.24988 22.55273
C 11.73051 -0.06498 21.73971
C 11.59542 -0.44331 20.27618
O 12.17184 1.30019 21.85502
H 10.27100 -1.31294 22.70530
H 9.62743 0.35763 22.23840
H 10.72664 0.04446 23.57733
H 12.53745 -0.66894 22.17065
H 12.40280 0.00864 19.69284
H 10.66746 -0.06753 19.83563
H 11.63943 -1.51113 20.04734
H 13.12856 1.27853 21.93303
C 15.16776 -1.55983 15.38125
C 14.51484 -1.62703 14.02963
C 15.52311 -1.95648 12.95646
O 13.44746 -2.66661 14.01511
H 15.74644 -2.47416 15.54239
H 14.40288 -1.64404 16.15914
H 15.82574 -0.71016 15.52324
H 13.94855 -0.73310 13.76856
H 16.27132 -1.17546 12.81255
H 15.11677 -2.20141 11.97403
H 16.10860 -2.82531 13.26891
H 12.68495 -2.28070 13.57347
```

Results
* E_HOMO (spin up / spin down): -11.74 / -11.74 eV
* E: -73029.335 eV
* 2S+1: 6
* lowest unoccupied orbital energy (spin up / spin down): -4.0 / -5.6 eV
* energy relative to the best compared isomer or geometry (same formula, charge and spin): 61.1 kcal per mole
* total charge: +1

C20H54F6KN3O24S6 as an isolated structure. Source: the OMol25 dataset; level of theory: wB97M-V/def2-TZVPD.

```
114
Properties=species:S:1:pos:R:3
K 7.74770 0.62664 -8.13803
C 7.98431 -3.16789 -10.66594
F 9.32999 -3.12941 -11.03022
F 7.36008 -2.11945 -11.30610
F 7.45779 -4.28845 -11.08734
S 7.60913 -3.21982 -8.78361
O 6.22779 -2.74341 -8.56220
O 7.77050 -4.61348 -8.36990
N 8.74471 -2.04745 -8.14888
S 9.53394 -2.85624 -7.04890
O 8.63114 -3.46425 -6.05922
O 10.49795 -3.77123 -7.55244
C 10.40616 -1.46763 -5.95771
F 11.36135 -0.86010 -6.73692
F 9.41493 -0.64562 -5.55522
F 10.96881 -1.98138 -4.86600
C 7.60513 -7.29843 -6.40968
O 6.46321 -6.71756 -6.92085
H 7.45384 -8.17680 -5.78224
H 8.33941 -7.18025 -7.20653
H 7.92817 -6.72104 -5.54345
H 6.65776 -5.95526 -7.47099
C 9.62574 0.33885 -11.31904
O 9.70010 0.12303 -9.90601
H 8.92278 -0.29712 -11.85708
H 9.50252 1.41440 -11.44600
H 10.54146 0.09043 -11.85553
H 9.48396 -0.78388 -9.67709
C 12.70162 -3.45426 -9.89559
O 13.79962 -2.91027 -10.51158
H 12.23688 -4.21978 -10.51694
H 12.66705 -3.67921 -8.82960
H 11.99570 -2.62375 -9.89039
H 14.48766 -3.55078 -10.31679
C 4.39445 -0.26056 -10.34646
O 5.03645 -0.03616 -9.13221
H 3.64616 -1.04948 -10.42239
H 3.91823 0.65911 -10.68633
H 5.28081 -0.38724 -10.96809
H 5.06655 -0.87628 -8.66864
O 9.80119 -2.76582 -16.26066
S 9.57406 -3.61172 -15.06037
O 9.93850 -4.98843 -15.01592
O 10.20373 -2.84554 -13.69169
C 11.60706 -3.06955 -13.29988
C 12.53717 -2.16324 -13.99515
C 7.79048 -3.32661 -14.61884
H 11.77698 -4.14213 -13.39366
H 11.72956 -3.00212 -12.21889
H 13.55583 -2.55105 -13.98947
H 12.55682 -1.20360 -13.47862
H 12.21505 -2.01826 -15.02633
H 7.21069 -3.67117 -15.47511
H 7.80116 -2.25406 -14.42489
H 7.63177 -3.90922 -13.71137
O 6.15966 2.66615 -5.89419
S 6.95441 3.34778 -4.89649
O 8.04005 4.26502 -5.22106
O 6.01133 4.02350 -3.77417
C 4.62928 3.74318 -3.73768
C 3.69558 4.98893 -3.38859
C 7.61424 2.12154 -3.68895
H 4.50350 3.03567 -2.91810
H 4.10318 3.29411 -4.58008
H 3.64461 5.61751 -4.27763
H 4.19942 5.73516 -2.77427
H 2.71807 4.70218 -3.00081
H 8.31308 1.59178 -4.33632
H 6.81470 1.45031 -3.37546
H 8.08038 2.73643 -2.91907
O 6.31430 -0.82654 -6.43251
S 5.42014 -1.28907 -5.37601
O 5.48697 -0.83448 -3.99840
O 3.90292 -1.05443 -6.00692
C 3.57494 0.29966 -6.36377
C 2.60369 0.96403 -5.31164
C 5.19575 -3.10000 -5.31648
H 3.14717 0.33725 -7.36561
H 4.48853 0.86316 -6.55323
H 3.24118 1.24415 -4.47305
H 1.74468 0.43073 -4.90445
H 2.00825 1.81079 -5.65302
H 4.57628 -3.47008 -6.13342
H 4.70120 -3.26281 -4.35887
H 6.21627 -3.48170 -5.34763
O 6.37810 -6.04255 -15.88086
S 5.65296 -6.86299 -14.92125
O 6.39429 -7.54331 -13.84278
O 4.34294 -5.96989 -14.32746
C 4.62168 -5.16638 -13.21243
C 3.68966 -3.99195 -13.01326
C 4.63422 -8.04790 -15.96763
H 5.61040 -4.73206 -13.36039
H 4.62369 -5.76400 -12.30087
H 3.76210 -3.32920 -13.87558
H 3.89369 -3.42931 -12.10227
H 2.72509 -4.49458 -12.94206
H 4.13348 -7.52608 -16.78314
H 3.99482 -8.55288 -15.24357
H 5.31591 -8.71689 -16.49283
C 9.68251 -5.69060 -2.47946
N 10.93003 -4.94714 -2.40752
O 11.11688 -4.02263 -3.20997
O 11.59265 -5.23085 -1.34373
H 9.69386 -6.40829 -1.65917
H 9.67309 -6.23454 -3.42399
H 8.73899 -5.14523 -2.45816
C 13.86473 1.43940 -5.02852
N 15.29724 1.31256 -5.42233
O 16.01238 0.49840 -4.77333
O 15.82585 1.93921 -6.30598
H 13.70022 2.42903 -4.60232
H 13.61860 0.73851 -4.23084
H 13.26910 1.30795 -5.93187
```

Results
* E_HOMO (spin up / spin down): -0.34 / -4.01 eV
* E: -172854.379 eV
* 2S+1: 2
* lowest unoccupied orbital energy (spin up / spin down): 1.0 / 1.0 eV
* total charge: -1

C20H54F6NO22S2Tl as an isolated structure. Source: the OMol25 dataset; level of theory: wB97M-V/def2-TZVPD.

```
106
Properties=species:S:1:pos:R:3
Tl -0.46149 -3.82570 1.48927
C 0.23022 0.97915 1.25007
F 0.53218 1.25519 2.49445
F -1.06461 0.77645 1.09913
F 0.67984 1.94088 0.46051
S 1.12799 -0.62230 0.75774
O 2.29871 -0.26758 0.01353
O 1.31249 -1.38780 1.95239
N 0.00049 -1.49332 -0.13711
S -0.06938 -0.85354 -1.59090
O -0.44970 0.53143 -1.66556
O 1.09203 -1.21035 -2.36148
C -1.52053 -1.67788 -2.33725
F -1.43583 -1.39043 -3.62568
F -1.53068 -2.99185 -2.15324
F -2.62624 -1.14401 -1.82225
C -0.66532 2.45655 -5.41821
C -1.01331 2.01799 -6.86630
O -0.35905 0.84735 -7.19735
O -0.80643 1.37452 -4.54000
H -1.27985 3.28168 -5.07528
H 0.40446 2.72163 -5.45342
H -0.88426 2.80918 -7.61111
H -2.11148 1.91228 -6.88315
H 0.37122 1.03372 -7.79701
H -0.17925 0.68277 -4.79799
C 3.96218 -3.42681 -4.94041
C 2.54750 -2.94805 -5.23293
O 2.35774 -1.57592 -4.94351
O 4.20224 -3.62043 -3.56816
H 4.67637 -2.76344 -5.43088
H 4.04375 -4.39726 -5.44977
H 1.76478 -3.54451 -4.75731
H 2.47955 -2.96109 -6.32321
H 2.65655 -1.36366 -4.04954
H 4.93576 -3.06778 -3.27867
C -2.33660 3.68530 0.84548
C -2.81133 5.15253 0.68705
O -4.20626 5.21189 0.58788
O -3.27457 2.99165 1.63342
H -1.34903 3.70333 1.30671
H -2.35184 3.23115 -0.15056
H -2.39030 5.54922 -0.24058
H -2.48285 5.77934 1.53019
H -4.49244 4.40118 1.05162
H -2.91659 2.90658 2.54067
C 5.50165 -1.60491 0.69977
C 5.06653 -0.41926 1.54098
O 6.00526 -0.13130 2.54129
O 4.81287 -1.74314 -0.53138
H 5.37173 -2.53631 1.27519
H 6.55672 -1.56322 0.41815
H 4.08687 -0.54768 2.00690
H 4.89490 0.44645 0.87653
H 6.89922 -0.30058 2.22522
H 3.89831 -1.44641 -0.42341
C -3.97120 -2.37414 2.28313
C -3.22528 -1.12273 2.64711
O -1.82445 -1.37252 2.82628
O -3.29968 -3.09494 1.25037
H -4.96245 -2.05387 1.95362
H -4.08950 -3.01849 3.15718
H -3.61537 -0.72805 3.58973
H -3.36282 -0.33190 1.90048
H -1.50958 -0.65435 3.39255
H -3.93076 -3.41653 0.60155
C -0.75880 4.77072 4.64415
C -2.03288 3.97252 4.68089
O -1.90819 2.70167 3.98631
O 0.16053 4.15790 5.56733
H -0.96361 5.79838 4.93908
H -0.36462 4.72035 3.62515
H -2.80567 4.51139 4.12227
H -2.40995 3.72558 5.67048
H -1.11365 2.25020 4.29057
H 0.47810 4.84959 6.15220
C -4.84031 1.39600 -2.45804
C -3.59467 1.73836 -3.28464
O -2.56871 2.10755 -2.38459
O -5.67704 0.65732 -3.36517
H -5.36769 2.30070 -2.15230
H -4.58098 0.71375 -1.64799
H -3.77894 2.62002 -3.90679
H -3.33982 0.88316 -3.90803
H -1.81680 1.50332 -2.48771
H -6.40128 0.27846 -2.85626
C 2.93255 -4.50935 -0.12055
C 2.06412 -4.38004 -1.32832
O 0.71797 -4.83747 -1.01753
O 2.39259 -3.83051 1.02753
H 3.95084 -4.15323 -0.30548
H 3.06951 -5.57673 0.09713
H 2.45283 -5.08315 -2.06385
H 2.01924 -3.37185 -1.73552
H 0.43849 -5.39636 -1.74725
H 3.07047 -3.90130 1.70752
C 1.64403 0.24461 6.31780
C 1.47850 -0.56906 5.08066
O 0.12309 -0.52655 4.61339
O 2.61864 -0.41033 7.14515
H 0.69070 0.17111 6.85164
H 1.92057 1.28716 6.16418
H 1.78518 -1.60717 5.22901
H 2.14214 -0.26931 4.25846
H -0.11021 -1.40854 4.31335
H 2.37392 -0.21412 8.05323
```

Results
* E_HOMO: -13.68 eV
* E: -110793.025 eV
* lowest unoccupied orbital energy: -12.1 eV
* energy relative to the best compared isomer or geometry (same formula, charge and spin): 0.0 kcal per mole
* total charge: +2